Record 1
ORCA calculation (wB97M-V/def2-TZVPD) on a molecular structure, C35H39N2OPPd at a distorted geometry.

Positions of all 79 atoms, in Å:
Pd -0.030 -0.048 0.468
C 7.180 -0.647 0.965
C 6.457 0.488 1.308
C 5.085 0.527 1.088
C 4.423 -0.568 0.534
C 5.155 -1.705 0.196
C 6.528 -1.741 0.410
P 2.596 -0.456 0.442
C 2.093 -1.528 -0.966
C 0.800 -2.057 -0.976
C 0.316 -2.761 -2.065
C 1.111 -2.918 -3.190
C 2.376 -2.346 -3.223
C 2.863 -1.650 -2.123
C 2.022 -1.293 1.950
C 2.742 -2.108 2.817
C 2.146 -2.520 4.001
C 0.853 -2.104 4.310
C 0.129 -1.299 3.433
C 0.714 -0.897 2.243
H 8.251 -0.681 1.132
H 6.959 1.343 1.744
H 4.521 1.415 1.352
H 4.655 -2.572 -0.219
H 7.088 -2.630 0.144
H 0.151 -1.945 -0.098
H -0.684 -3.175 -2.039
H 0.736 -3.469 -4.045
H 2.990 -2.440 -4.112
H 3.848 -1.200 -2.166
H 3.759 -2.403 2.584
H 2.690 -3.153 4.690
H 0.401 -2.408 5.247
H -0.876 -0.994 3.694
C -2.031 4.986 0.371
C -0.873 4.088 0.080
C 0.430 4.358 -0.294
C 1.041 3.105 -0.476
N 0.166 2.133 -0.229
N -0.976 2.757 0.131
C 2.438 2.826 -0.925
H -1.699 6.021 0.417
H -2.496 4.731 1.324
H -2.793 4.906 -0.407
H 0.875 5.331 -0.445
H -1.794 2.144 0.183
H 2.800 3.646 -1.545
H 2.478 1.907 -1.509
H 3.117 2.718 -0.077
C -3.072 0.511 2.654
C -3.643 -0.732 1.961
C -2.704 -1.940 2.040
C -4.110 -0.489 0.538
C -5.438 -0.799 0.246
C -5.960 -0.676 -1.029
C -5.116 -0.242 -2.037
C -3.782 0.086 -1.800
C -2.958 0.524 -3.005
C -2.488 1.980 -2.966
C -1.767 -0.403 -3.258
C -3.265 -0.012 -0.486
O -1.996 0.396 -0.254
H -3.013 0.355 3.737
H -3.714 1.378 2.480
H -2.076 0.750 2.294
H -4.540 -1.006 2.519
H -1.732 -1.712 1.608
H -3.126 -2.785 1.493
H -2.538 -2.252 3.076
H -6.075 -1.153 1.052
H -6.997 -0.917 -1.234
H -5.498 -0.149 -3.050
H -3.634 0.436 -3.859
H -1.693 2.105 -2.235
H -3.311 2.657 -2.714
H -2.097 2.275 -3.945
H -1.040 -0.297 -2.452
H -1.267 -0.153 -4.200
H -2.082 -1.449 -3.305

The calculation puts the orbital gap (alpha / beta) at 7.944 / 6.023 eV. Its expectation value of S² is 2.011. Its spin multiplicity is 3. As for the charge: 0. As for the HOMO energy (alpha / beta): -7.31 / -7.27 eV. The energy comes out at -2011.00686 Ha. The energy above the lowest of the compared OMol25 structures with the same formula, charge and spin is 25.7 kcal/mol.


Record 2
ORCA calculation (wB97M-V/def2-TZVPD) on 11 unconnected molecules or ions with the total composition C39H65Cl2FO34S.

Positions of all 142 atoms, in Å:
C 0.282 1.699 -1.374
C 0.343 2.206 -2.788
Cl 1.926 2.201 -3.452
C -0.695 2.651 -3.504
Cl -0.472 3.197 -5.125
C -2.058 2.667 -2.935
C -2.836 3.744 -2.704
S -2.252 5.398 -3.046
O -3.175 6.371 -2.601
O -0.881 5.457 -2.678
F -2.324 5.413 -4.602
C -4.194 3.600 -2.063
O -4.982 4.502 -1.956
C -4.543 2.271 -1.522
C -3.799 1.194 -1.748
C -2.583 1.294 -2.560
O -1.998 0.308 -2.921
H 0.115 0.620 -1.404
H 1.229 1.889 -0.878
H -0.546 2.144 -0.824
H -5.454 2.218 -0.939
H -4.036 0.211 -1.362
C -6.582 -0.411 4.417
O -5.735 0.453 3.642
C -6.094 1.737 3.676
O -7.028 2.190 4.281
O -5.255 2.431 2.904
C -5.534 3.836 2.843
H -6.180 -1.413 4.297
H -6.556 -0.127 5.466
H -7.602 -0.380 4.041
H -5.460 4.284 3.831
H -6.524 4.012 2.427
H -4.780 4.264 2.188
C 1.490 6.328 -5.220
O 1.574 6.599 -6.624
C 2.806 6.846 -7.061
O 3.807 6.854 -6.393
O 2.743 7.083 -8.373
C 4.007 7.365 -8.978
H 0.443 6.141 -5.004
H 2.073 5.446 -4.964
H 1.832 7.184 -4.642
H 4.684 6.521 -8.866
H 4.451 8.257 -8.541
H 3.804 7.535 -10.031
C 6.552 0.071 0.808
O 6.975 0.602 -0.451
C 6.068 1.368 -1.062
O 4.970 1.627 -0.647
O 6.597 1.786 -2.210
C 5.735 2.620 -2.989
H 7.377 -0.524 1.189
H 6.337 0.873 1.511
H 5.676 -0.564 0.685
H 5.481 3.528 -2.445
H 4.830 2.082 -3.261
H 6.285 2.880 -3.889
C 8.653 -2.758 -6.527
O 8.644 -1.549 -5.765
C 8.880 -1.721 -4.463
O 9.088 -2.776 -3.921
O 8.843 -0.530 -3.872
C 9.080 -0.563 -2.461
H 8.450 -2.469 -7.553
H 9.626 -3.243 -6.467
H 7.880 -3.439 -6.177
H 10.072 -0.962 -2.252
H 8.322 -1.158 -1.960
H 9.016 0.462 -2.115
C 1.015 -0.622 3.208
O -0.384 -0.907 3.307
C -1.136 -0.278 2.407
O -0.735 0.476 1.556
O -2.407 -0.626 2.602
C -3.314 -0.002 1.690
H 1.495 -1.197 3.994
H 1.402 -0.930 2.239
H 1.202 0.439 3.362
H -3.070 -0.289 0.667
H -3.289 1.079 1.794
H -4.307 -0.356 1.933
C -10.659 -1.462 -0.972
O -10.512 -0.068 -0.676
C -9.894 0.187 0.474
O -9.465 -0.634 1.244
O -9.822 1.509 0.628
C -9.184 1.916 1.841
H -11.180 -1.523 -1.924
H -9.686 -1.942 -1.057
H -11.253 -1.957 -0.206
H -8.160 1.548 1.872
H -9.731 1.554 2.708
H -9.179 3.002 1.842
C -8.321 -6.827 3.281
O -7.525 -5.688 3.622
C -6.564 -5.410 2.743
O -6.330 -6.020 1.734
O -5.904 -4.334 3.176
C -4.835 -3.918 2.323
H -9.052 -6.932 4.076
H -8.829 -6.669 2.332
H -7.705 -7.722 3.227
H -5.214 -3.651 1.338
H -4.081 -4.697 2.237
H -4.395 -3.042 2.793
C -14.566 -2.751 -6.366
O -14.440 -1.355 -6.083
C -13.817 -1.081 -4.938
O -13.374 -1.892 -4.165
O -13.764 0.242 -4.795
C -13.120 0.666 -3.592
H -15.087 -2.819 -7.316
H -13.585 -3.215 -6.450
H -15.147 -3.248 -5.592
H -12.088 0.320 -3.569
H -13.656 0.299 -2.719
H -13.134 1.751 -3.592
C 11.184 0.707 2.001
O 11.854 -0.100 2.970
C 11.059 -0.579 3.926
O 9.874 -0.386 4.021
O 11.800 -1.308 4.758
C 11.073 -1.889 5.843
H 11.941 1.032 1.293
H 10.422 0.131 1.479
H 10.734 1.579 2.471
H 10.305 -2.566 5.472
H 10.620 -1.117 6.461
H 11.793 -2.448 6.434
C 11.877 -5.981 10.998
O 11.897 -5.353 9.713
C 12.268 -6.157 8.717
O 12.571 -7.316 8.821
O 12.246 -5.454 7.585
C 12.626 -6.197 6.423
H 11.560 -5.216 11.701
H 11.168 -6.807 11.009
H 12.869 -6.339 11.265
H 11.945 -7.030 6.261
H 13.646 -6.562 6.518
H 12.562 -5.504 5.589

The calculation puts the orbital gap at 7.131 eV. Its structure (SMILES) is C/C(Cl)=C(/Cl)C1=C(S(=O)(=O)F)C(=O)C=CC1=O.COC(=O)OC.COC(=O)OC.COC(=O)OC.COC(=O)OC.COC(=O)OC.COC(=O)OC.COC(=O)OC.COC(=O)OC.COC(=O)OC.COC(=O)OC. As for the charge: 0. As for the HOMO energy: -9.46 eV. The energy comes out at -5501.67009 Ha.


Record 3
ORCA calculation (wB97M-V/def2-TZVPD) on 2 unconnected molecules or ions with the total composition C5H15N2 at a distorted geometry.

Positions of all 22 atoms, in Å:
C 0.806 1.365 1.633
N 0.000 0.147 1.809
C 0.657 -0.987 2.511
H 0.275 2.028 0.961
H 0.917 1.850 2.618
H 1.804 1.095 1.221
H -0.283 -0.235 0.835
H -0.862 0.408 2.365
H 1.448 -1.323 1.822
H -0.078 -1.795 2.633
H 1.128 -0.639 3.430
C 0.166 0.471 -2.944
C -0.108 0.652 -1.439
C -1.343 -1.280 -1.160
N -0.331 -0.623 -0.726
H 0.542 1.393 -3.407
H 0.853 -0.353 -3.184
H -0.751 0.278 -3.500
H -0.951 1.349 -1.252
H 0.801 1.117 -1.045
H -1.956 -0.909 -1.999
H -1.630 -2.253 -0.680

The calculation puts the orbital gap at 11.258 eV. As for the charge: +1. As for the HOMO energy: -14.33 eV. The energy comes out at -308.74049 Ha. The energy above the lowest of the compared OMol25 structures with the same formula, charge and spin is 32.7 kcal/mol.


Record 4
ORCA calculation (wB97M-V/def2-TZVPD) on 4 unconnected molecules or ions with the total composition C9H20Br7P at a distorted geometry.

Positions of all 37 atoms, in Å:
C -4.555 1.941 0.454
C -4.969 2.729 1.731
Br -6.118 4.264 1.280
C -3.656 3.118 2.511
P -3.609 4.747 3.432
H -5.226 1.106 0.243
H -4.509 2.609 -0.408
H -3.569 1.506 0.651
H -5.580 2.053 2.328
H -3.422 2.332 3.232
H -2.855 3.156 1.759
H -3.280 5.758 2.496
H -4.876 5.003 4.006
Br 1.706 1.621 0.620
C -0.082 1.854 -0.111
C -0.300 3.260 -0.604
Br -0.594 4.497 0.874
H -0.781 1.564 0.668
H -0.147 1.146 -0.936
H -1.204 3.317 -1.208
H 0.538 3.646 -1.175
Br 3.379 -1.687 -0.867
C 3.067 -2.559 0.844
C 1.872 -3.474 0.785
Br 0.202 -2.469 0.830
H 2.961 -1.772 1.585
H 3.975 -3.125 1.047
H 1.841 -4.119 1.661
H 1.848 -4.082 -0.113
Br 3.104 -3.614 -4.473
C 4.884 -4.096 -3.845
C 4.888 -5.451 -3.190
Br 4.120 -5.373 -1.402
H 5.208 -3.303 -3.179
H 5.510 -4.101 -4.735
H 5.907 -5.806 -3.048
H 4.322 -6.194 -3.744

The calculation puts the orbital gap at 8.604 eV. Its structure (SMILES) is C[C@H](Br)CP.BrCCBr.BrCCBr.BrCCBr. As for the charge: 0. As for the HOMO energy: -8.21 eV. The energy comes out at -18714.33101 Ha.


Record 5
ORCA calculation (wB97M-V/def2-TZVPD) on a molecular structure, C28H38ClN2O2RhSi2Te at a distorted geometry.

Positions of all 75 atoms, in Å:
Rh 1.369 -0.125 -0.015
O 0.872 3.577 -6.786
C 2.044 3.059 -6.395
O 3.058 3.330 -6.963
C 2.060 2.184 -5.160
C 3.313 1.694 -4.787
C 3.454 0.875 -3.682
C 2.322 0.552 -2.941
C 1.068 1.045 -3.284
C 0.942 1.855 -4.402
N 2.412 -0.308 -1.806
C 3.167 -1.350 -1.845
C 3.139 -2.262 -0.705
C 3.953 -3.378 -0.610
C 3.854 -4.177 0.525
C 2.943 -3.828 1.506
C 2.145 -2.704 1.332
N 2.229 -1.935 0.251
H 0.138 3.272 -6.249
H 4.169 1.975 -5.384
H 4.439 0.531 -3.394
H 0.194 0.773 -2.703
H -0.051 2.205 -4.655
H 3.748 -1.618 -2.722
H 4.651 -3.610 -1.402
H 4.480 -5.052 0.632
H 2.829 -4.419 2.403
H 1.407 -2.427 2.066
Cl -1.396 5.098 0.665
C -0.158 3.901 0.668
C 0.166 3.276 1.885
C 1.129 2.302 1.904
C 1.853 1.981 0.722
C 2.878 0.950 0.717
C 1.508 2.630 -0.481
C 0.482 3.571 -0.512
H -0.350 3.573 2.787
H 1.395 1.814 2.832
H 3.207 0.556 1.675
H 3.661 1.033 -0.032
H 2.086 2.441 -1.373
H 0.221 4.079 -1.429
C -3.467 -2.600 3.174
Si -1.663 -2.811 3.633
C -0.884 -4.255 2.720
C -1.411 -2.958 5.478
C -0.750 -1.230 3.075
Te -1.052 -0.731 1.009
C -2.388 0.888 1.264
Si -3.620 1.166 -0.177
C -4.399 -0.475 -0.626
C -4.870 2.392 0.475
C -2.654 1.848 -1.631
H -4.038 -3.479 3.478
H -3.622 -2.486 2.098
H -3.910 -1.739 3.678
H -1.546 -5.121 2.734
H 0.049 -4.561 3.197
H -0.676 -4.040 1.669
H -1.877 -3.866 5.862
H -1.851 -2.117 6.014
H -0.353 -3.004 5.740
H 0.323 -1.281 3.230
H -1.099 -0.340 3.600
H -1.807 1.781 1.485
H -2.932 0.612 2.171
H -4.969 -0.890 0.207
H -3.676 -1.230 -0.943
H -5.096 -0.340 -1.455
H -5.414 2.001 1.335
H -5.608 2.629 -0.292
H -4.402 3.331 0.773
H -1.776 1.237 -1.858
H -2.318 2.868 -1.442
H -3.272 1.863 -2.530

The calculation puts the orbital gap (alpha / beta) at 6.806 / 6.804 eV. As for the charge: +2. As for the HOMO energy (alpha / beta): -14.26 / -14.26 eV. The energy comes out at -2767.02399 Ha. The energy above the lowest of the compared OMol25 structures with the same formula, charge and spin is 5.1 kcal/mol.


Record 6
ORCA calculation (wB97M-V/def2-TZVPD) on a gas-phase ion, C4H10NO (charge -2) at a distorted geometry.

Positions of all 16 atoms, in Å:
C 1.196 1.149 -0.706
C 0.663 0.127 0.308
C 0.670 -1.348 -0.089
N -0.671 0.736 0.836
C -1.935 0.056 0.177
O -2.281 -1.153 0.705
H 0.696 0.920 -1.629
H 2.384 0.921 -0.789
H 0.974 2.088 -0.255
H 1.388 0.267 1.049
H 0.172 -1.506 -1.077
H 0.237 -1.932 0.640
H 1.763 -1.569 -0.175
H -0.869 0.417 1.753
H -1.671 -0.127 -0.963
H -2.717 0.954 0.216

The calculation puts the orbital gap (alpha / beta) at 2.878 / 7.046 eV. Its expectation value of S² is 0.751. Its spin multiplicity is 2. As for the charge: -2. As for the HOMO energy (alpha / beta): 4.50 / 0.37 eV. The energy comes out at -288.18068 Ha. The energy above the lowest of the compared OMol25 structures with the same formula, charge and spin is 27.2 kcal/mol.